(1)
Computed, not measured: C7H8 in the gas phase in a non-equilibrium geometry, with ωB97M-V/def2-TZVPD.

CARTESIAN COORDINATES (ANGSTROEM)
C 0.83 2.16 -0.04
C 0.32 0.84 -0.11
C 1.20 -0.28 0.04
C 0.70 -1.47 0.65
C -0.73 -1.69 0.37
C -1.48 -0.80 -0.47
C -1.02 0.61 -0.50
H 0.30 2.99 -0.50
H 1.85 2.47 -0.42
H 0.48 2.68 0.84
H 2.30 -0.03 0.08
H 1.29 -2.30 1.12
H -1.14 -2.62 0.72
H -2.30 -0.90 -1.06
H -1.73 1.53 -0.49

Values from the calculation:
energy above the lowest of the compared OMol25 structures with the same formula, charge and spin	269.34	kJ/mol
charge	0
Kohn-Sham gap	9.33	eV
total energy	-271.4289	a.u.
HOMO level	-8.52	eV

(2)
Computed, not measured: C7H8AlN2O4S as an isolated structure in a non-equilibrium geometry, with ωB97M-V/def2-TZVPD.

CARTESIAN COORDINATES (ANGSTROEM)
Al 0.00 0.00 0.00
O -0.04 -3.04 -0.27
C -0.05 -1.89 -0.17
C 0.24 1.87 0.25
O 0.42 3.00 0.41
C -0.72 -0.14 1.76
O -1.13 -0.23 2.83
C 0.68 0.15 -1.77
O 1.11 0.23 -2.84
C -2.11 -0.44 -0.87
H -1.96 -0.89 -1.84
H -2.64 -1.04 -0.13
C -2.00 0.93 -0.71
H -2.45 1.43 0.14
H -1.77 1.57 -1.56
N 4.11 0.73 1.68
C 3.36 -0.40 1.29
N 3.92 -1.70 1.41
S 1.85 -0.22 0.71
H 5.06 0.63 2.05
H 3.71 1.68 1.60
H 3.38 -2.53 1.13
H 4.87 -1.82 1.78

Values from the calculation:
energy above the lowest of the compared OMol25 structures with the same formula, charge and spin	166.88	kJ/mol
charge	+3
Kohn-Sham gap	7.69	eV
total energy	-1321.3807	a.u.
HOMO level	-21.71	eV

(3)
Computed, not measured: C7H8AsBF4PtS4 as an isolated structure, with ωB97M-V/def2-TZVPD.

CARTESIAN COORDINATES (ANGSTROEM)
Pt 0.50 -0.10 1.62
C -0.11 0.80 -3.12
C -0.57 1.06 -1.72
C -1.73 0.44 -1.24
C -2.13 0.58 0.07
C -1.37 1.36 0.96
C -0.23 2.02 0.48
C 0.16 1.86 -0.86
H 0.05 -0.27 -3.26
H 0.82 1.31 -3.34
H -0.86 1.12 -3.84
H -2.30 -0.19 -1.91
H -3.03 0.09 0.42
H -1.78 1.60 1.93
H 0.28 2.74 1.11
H 1.05 2.37 -1.21
S 0.20 -2.90 4.24
As 2.19 -1.98 4.14
S 2.29 -1.46 1.97
S 0.43 0.87 3.68
S 1.56 0.06 5.06
F 0.29 -1.20 -0.36
B 0.95 -2.34 -1.06
F 0.16 -2.58 -2.17
F 0.98 -3.39 -0.17
F 2.21 -1.89 -1.40

Values from the calculation:
energy above the lowest of the compared OMol25 structures with the same formula, charge and spin	0.00	kJ/mol
charge	0
spin multiplicity	5
Kohn-Sham gap (spin up / spin down)	7.49 / 6.04	eV
total energy	-4643.8594	a.u.
HOMO level (spin up / spin down)	-7.95 / -9.56	eV

(4)
Computed, not measured: C7H8BNS in the gas phase in a non-equilibrium geometry, with ωB97M-V/def2-TZVPD.

CARTESIAN COORDINATES (ANGSTROEM)
B -1.57 -0.70 -1.26
C 1.34 1.18 2.14
C 2.45 1.24 1.37
C 0.16 0.45 1.79
C 2.35 0.72 0.04
C 0.05 -0.03 0.53
C 1.12 0.20 -0.40
C -2.65 -1.37 -2.20
N -1.15 -0.55 -0.01
S 1.04 -0.49 -2.02
H 1.44 1.66 3.16
H 3.34 1.75 1.55
H -0.56 0.39 2.59
H 3.22 0.66 -0.63
H -3.46 -0.66 -2.42
H -3.24 -2.25 -1.76
H -2.08 -1.40 -3.20
H -1.78 -0.81 0.72

Values from the calculation:
charge	0
Kohn-Sham gap	7.34	eV
total energy	-749.3077	a.u.
HOMO level	-7.36	eV

(5)
Computed, not measured: C7H8BrCl as an isolated structure in a non-equilibrium geometry, with ωB97M-V/def2-TZVPD.

CARTESIAN COORDINATES (ANGSTROEM)
C -1.60 0.11 -1.14
C -0.52 -0.42 -2.09
C 0.09 -0.54 1.89
C -0.17 0.83 1.52
C -0.31 -0.34 -0.64
C 0.54 -0.01 0.48
C 1.96 0.43 0.37
Cl 2.34 0.86 -1.32
Br 3.32 -0.73 1.00
H -1.72 1.16 -1.40
H -2.56 -0.34 -0.87
H -0.70 -1.56 -2.46
H 0.04 0.10 -2.77
H 0.87 -0.80 2.47
H -0.69 -1.30 1.89
H -1.24 0.98 1.10
H 0.36 1.56 1.96

Values from the calculation:
energy above the lowest of the compared OMol25 structures with the same formula, charge and spin	426.11	kJ/mol
charge	0
Kohn-Sham gap (spin up / spin down)	8.64 / 6.76	eV
total energy	-3305.5016	a.u.
HOMO level (spin up / spin down)	-8.43 / -7.57	eV

(6)
Computed, not measured: C7H8BrClN2O3S in the gas phase in a non-equilibrium geometry, with ωB97M-V/def2-TZVPD.

CARTESIAN COORDINATES (ANGSTROEM)
C -3.35 0.55 -0.11
O -3.04 -0.35 -1.17
C -2.41 -1.51 -0.77
O -0.96 -1.49 -0.74
S -0.08 -1.70 0.56
O -0.81 -1.38 1.72
N 1.42 -1.44 0.56
C 1.97 -0.24 0.27
C 1.21 1.02 0.26
C 1.84 2.19 0.07
Cl 0.96 3.62 0.10
C 3.23 2.22 -0.07
N 3.94 1.07 -0.07
C 3.33 -0.09 0.01
Br 4.49 -1.55 0.03
H -3.69 -0.11 0.62
H -3.88 1.27 -0.66
H -2.40 1.00 0.21
H -2.81 -1.73 0.24
H -2.81 -2.40 -1.39
H -0.04 -3.10 0.54
H 0.09 0.92 0.05
H 3.80 3.22 -0.25

Values from the calculation:
energy above the lowest of the compared OMol25 structures with the same formula, charge and spin	28.96	kJ/mol
charge	0
Kohn-Sham gap	8.83	eV
total energy	-4039.0200	a.u.
HOMO level	-8.65	eV

(7)
Computed, not measured: an isolated ion of composition C7H8BrN2 and charge +1 in a non-equilibrium geometry, with ωB97M-V/def2-TZVPD.

CARTESIAN COORDINATES (ANGSTROEM)
C 0.92 2.45 -1.18
C 1.33 2.99 0.06
C 0.77 1.08 1.10
C 0.58 1.15 -1.22
C 0.61 0.34 -0.15
C 0.47 -1.11 0.10
C -2.25 -0.97 -0.43
N 1.18 2.30 1.18
N -1.14 -1.51 0.33
Br -2.76 0.75 0.07
H 0.85 2.99 -2.14
H 1.66 3.97 0.20
H 0.54 0.62 2.05
H 0.86 -1.64 -0.78
H 0.89 -1.44 1.14
H -2.44 -1.17 -1.45
H -1.33 -2.46 0.22
H -1.33 -1.23 1.28

Values from the calculation:
energy above the lowest of the compared OMol25 structures with the same formula, charge and spin	533.19	kJ/mol
charge	+1
Kohn-Sham gap (spin up / spin down)	7.20 / 8.40	eV
total energy	-2954.6074	a.u.
HOMO level (spin up / spin down)	-12.77 / -13.11	eV